16
Properties=species:S:1:pos:R:3 method="wB97M-V/def2-TZVPD" energy_ev=-12817.732 e_homo_ev="-7.8 / -8.4" orbital_gap_ev="6.84 / 7.44"
O 0.277 1.914 0.719
O 1.958 2.280 -0.806
N 1.074 1.539 -0.402
N 1.033 -1.628 1.813
N 1.370 -0.258 -1.736
C -0.839 -0.402 0.657
C -2.238 -0.456 0.107
C 0.120 -0.963 1.274
C 0.563 0.516 -0.993
H -2.690 -0.892 0.928
H 0.886 -0.963 -2.356
H -0.427 1.232 0.916
H 2.178 0.170 -2.123
H -2.126 -1.050 -0.725
H -2.443 0.539 -0.062
H 1.306 -1.577 2.788